w | {
  "formula": "C21H20N2O4",
  "method": "the ωB97M-V functional and the def2-TZVPD basis",
  "homo_ev": -8.2,
  "multiplicity": 1,
  "total_charge": 0,
  "smiles": "CCCOc1cccc(C(=O)Nc2cccc(NC(=O)c3ccco3)c2)c1",
  "elements": ["C", "C", "C", "O", "C", "C", "C", "C", "C", "C", "H", "H", "H", "C", "O", "N", "C", "C", "C", "C", "C", "C", "H", "N", "C", "O", "C", "C", "C", "C", "O", "H", "H", "H", "H", "H", "H", "H", "H", "H", "H", "H", "H", "H", "H", "H", "H"],
  "positions_angstrom": [[1.00028, 6.87812, 4.15636], [0.06173, 5.78111, 3.67277], [0.48556, 4.41271, 4.21040], [-0.39702, 3.37870, 3.82662], [-0.37089, 2.89669, 2.55675], [-1.37777, 1.98063, 2.24688], [-1.43024, 1.38200, 1.00054], [-0.49478, 1.71957, 0.02428], [0.49171, 2.63589, 0.32671], [0.56800, 3.21976, 1.58155], [1.36007, 3.92454, 1.77959], [1.21941, 2.90752, -0.42377], [-0.54927, 1.27779, -0.95873], [-2.55658, 0.45724, 0.68662], [-3.71568, 0.74531, 0.90280], [-2.24533, -0.72349, 0.07250], [-1.01707, -1.36034, -0.10567], [0.04339, -1.20241, 0.78322], [1.23058, -1.87345, 0.55222], [1.37190, -2.71557, -0.53324], [0.30150, -2.90469, -1.40727], [-0.88873, -2.22387, -1.19043], [-1.71399, -2.36757, -1.86813], [0.47645, -3.78321, -2.47626], [-0.42030, -4.15816, -3.43569], [-1.56409, -3.76013, -3.52846], [0.14254, -5.12933, -4.38793], [-0.44992, -5.72744, -5.47058], [0.52620, -6.57434, -6.03681], [1.63882, -6.43331, -5.26326], [1.42247, -5.56555, -4.26531], [2.61159, -6.88130, -5.31927], [0.41697, -7.20060, -6.89785], [-1.45483, -5.56859, -5.80177], [1.39158, -4.21070, -2.53269], [2.30244, -3.23836, -0.70066], [2.05366, -1.74558, 1.23877], [-0.06120, -0.57243, 1.65079], [-3.04918, -1.21432, -0.30266], [-2.11333, 1.73978, 2.99799], [1.51596, 4.18014, 3.91242], [0.44038, 4.41683, 5.30341], [0.04831, 5.75661, 2.58128], [-0.95627, 5.98351, 4.01037], [0.68309, 7.84319, 3.77028], [2.01746, 6.69067, 3.81851], [1.00445, 6.92644, 5.24284]],
  "lowdin_charge": [-0.107, -0.232, -0.213, -0.040, -0.253, 0.064, -0.167, -0.046, -0.063, -0.018, 0.105, 0.108, 0.122, -0.429, 0.089, 0.144, -0.236, -0.030, -0.070, -0.035, -0.214, 0.055, 0.107, 0.145, -0.399, 0.086, -0.185, 0.015, -0.046, -0.104, 0.041, 0.124, 0.104, 0.121, 0.141, 0.108, 0.107, 0.112, 0.161, 0.136, 0.122, 0.132, 0.104, 0.117, 0.071, 0.073, 0.073]
}


x | {
  "formula": "C21H20N2O4",
  "method": "the ωB97M-V functional and the def2-TZVPD basis",
  "homo_ev": -7.8,
  "multiplicity": 1,
  "total_charge": 0,
  "smiles": "CCOC(=O)CN1C(=O)[C@](O)(c2c(C)[nH]c3ccccc23)c2ccccc21",
  "elements": ["C", "C", "H", "H", "O", "C", "O", "C", "N", "C", "O", "C", "C", "C", "N", "C", "C", "C", "C", "C", "C", "H", "H", "H", "H", "H", "C", "H", "H", "H", "C", "C", "C", "C", "C", "C", "H", "H", "H", "H", "O", "H", "H", "H", "H", "H", "H"],
  "positions_angstrom": [[-5.73896, -1.32384, -1.63612], [-4.25329, -1.62978, -1.51870], [-3.75776, -1.56960, -2.48960], [-4.09907, -2.62062, -1.08084], [-3.58206, -0.66409, -0.70562], [-3.62431, -0.84690, 0.60838], [-4.25409, -1.69306, 1.17906], [-2.80422, 0.22966, 1.32510], [-1.53581, 0.42659, 0.67324], [-0.80528, -0.61856, 0.19198], [-1.12626, -1.78379, 0.26359], [0.45544, -0.05662, -0.48925], [1.70525, -0.46025, 0.25185], [1.84682, -0.68255, 1.59768], [3.15644, -0.99165, 1.86151], [3.88030, -0.96796, 0.70423], [5.22914, -1.20588, 0.47918], [5.68942, -1.08956, -0.81485], [4.82944, -0.74303, -1.86017], [3.48980, -0.51026, -1.64478], [2.99535, -0.62535, -0.34494], [2.83132, -0.24249, -2.45603], [5.23117, -0.65734, -2.85926], [6.73343, -1.26673, -1.02708], [5.89097, -1.47032, 1.29100], [3.51960, -1.21493, 2.77281], [0.85460, -0.61922, 2.70613], [1.34480, -0.81127, 3.65854], [0.38930, 0.36557, 2.74964], [0.07128, -1.36311, 2.56709], [0.23323, 1.42931, -0.36429], [1.00586, 2.48202, -0.79424], [0.58157, 3.77318, -0.50055], [-0.58102, 3.98814, 0.21884], [-1.36222, 2.92835, 0.66328], [-0.94427, 1.64864, 0.35708], [-2.26282, 3.11418, 1.22842], [-0.89146, 4.99775, 0.44321], [1.16660, 4.61633, -0.83441], [1.91329, 2.30194, -1.34811], [0.47280, -0.46402, -1.84024], [0.45102, -1.42923, -1.85022], [-3.37060, 1.16303, 1.29721], [-2.67068, -0.08485, 2.36653], [-6.20382, -2.03792, -2.30961], [-6.21271, -1.40037, -0.66059], [-5.88753, -0.31952, -2.02606]],
  "lowdin_charge": [-0.061, -0.203, 0.126, 0.128, 0.000, -0.499, 0.126, 0.002, 0.040, -0.361, 0.133, -0.309, -0.043, -0.215, 0.126, -0.201, -0.027, -0.103, -0.099, -0.027, -0.104, 0.105, 0.097, 0.097, 0.106, 0.160, 0.006, 0.081, 0.087, 0.085, -0.065, 0.008, -0.081, -0.083, -0.008, -0.143, 0.104, 0.103, 0.101, 0.121, 0.055, 0.121, 0.135, 0.145, 0.077, 0.074, 0.078]
}


Most favorable first, least favorable last: x, w


w | {
  "formula": "CH6O2",
  "method": "the ωB97M-V functional and the def2-TZVPD basis",
  "homo_ev": -10.8,
  "multiplicity": 1,
  "total_charge": 0,
  "smiles": "CO.O",
  "elements": ["O", "C", "H", "H", "H", "H", "O", "H", "H"],
  "positions_angstrom": [[0.91177, -1.07546, -0.45816], [0.00000, 0.00000, 0.00000], [1.80108, -0.70900, -0.27048], [0.30535, 0.89822, -0.56266], [0.27429, 0.13833, 1.05936], [-1.09603, -0.10271, -0.06911], [1.93183, -1.78870, 2.02830], [2.40108, -1.07680, 1.53712], [1.08553, -1.90983, 1.54111]],
  "lowdin_charge": [-0.170, -0.114, 0.071, 0.078, 0.068, 0.086, -0.086, 0.033, 0.034]
}


x | {
  "formula": "CH6O2",
  "method": "the ωB97M-V functional and the def2-TZVPD basis",
  "homo_ev": -10.2,
  "multiplicity": 1,
  "total_charge": 0,
  "smiles": "OO.C",
  "elements": ["C", "H", "H", "H", "H", "H", "H", "O", "O"],
  "positions_angstrom": [[0.84790, -1.06321, -0.57080], [1.67823, -0.42542, -0.78372], [1.31822, -2.07169, -0.28951], [0.03736, -1.16776, -1.27456], [0.45572, -0.59268, 0.34417], [-0.77218, 0.92874, -0.49476], [-1.14734, 1.71238, 1.91227], [-1.44170, 0.78450, 0.18393], [-0.97621, 1.89516, 0.97299]],
  "lowdin_charge": [-0.056, 0.007, 0.053, 0.016, 0.008, 0.064, 0.093, -0.093, -0.092]
}


Most favorable first, least favorable last: w, x


w | {
  "formula": "CH6O2",
  "method": "the ωB97M-V functional and the def2-TZVPD basis",
  "homo_ev": -10.4,
  "multiplicity": 1,
  "total_charge": 0,
  "smiles": "CO.O",
  "elements": ["O", "C", "H", "H", "H", "H", "O", "H", "H"],
  "positions_angstrom": [[-1.79672, -0.43737, 2.13338], [-1.67410, -0.14675, 0.76219], [-1.70524, -1.38428, 2.36871], [-0.94903, -0.86145, 0.33781], [-1.29951, 0.87678, 0.59285], [-2.63401, -0.26240, 0.23133], [3.43311, 0.99044, -1.84040], [3.55906, 1.14590, -2.80385], [3.06646, 0.07917, -1.78205]],
  "lowdin_charge": [-0.140, -0.183, 0.091, 0.075, 0.082, 0.074, -0.091, 0.046, 0.045]
}


x | {
  "formula": "CH6O2",
  "method": "the ωB97M-V functional and the def2-TZVPD basis",
  "homo_ev": -10.4,
  "multiplicity": 1,
  "total_charge": 0,
  "elements": ["C", "O", "H", "H", "H", "H", "H", "H", "O"],
  "positions_angstrom": [[0.19853, -0.65767, 1.01028], [0.65340, -1.18846, -0.11971], [-0.88602, 0.03281, 0.52358], [0.72768, 0.23883, 1.37839], [-0.18952, -1.17596, 1.90736], [-1.54296, 0.46270, 0.55398], [0.67408, 1.15136, -2.34598], [0.36592, 0.13080, -1.28118], [-0.00110, 1.00557, -1.62672]],
  "lowdin_charge": [-0.203, -0.139, 0.024, 0.100, 0.102, 0.195, 0.057, 0.003, -0.139]
}


y | {
  "formula": "CH6O2",
  "method": "the ωB97M-V functional and the def2-TZVPD basis",
  "homo_ev": -10.0,
  "multiplicity": 1,
  "total_charge": 0,
  "smiles": "CO.O",
  "elements": ["C", "H", "H", "H", "H", "H", "H", "O", "O"],
  "positions_angstrom": [[-0.47928, 1.20110, -0.84465], [0.05704, -0.65926, -0.31341], [-0.85629, 1.67337, -1.70983], [-0.84846, 1.77621, 0.02588], [0.55431, 1.58737, -0.87876], [0.01278, -1.48236, 1.86944], [1.39439, -1.79049, 1.34010], [-0.59714, -0.21710, -0.96005], [0.91738, -0.82183, 1.55187]],
  "lowdin_charge": [-0.193, 0.065, 0.052, 0.079, 0.074, 0.175, 0.121, -0.150, -0.223]
}


z | {
  "formula": "CH6O2",
  "method": "the ωB97M-V functional and the def2-TZVPD basis",
  "homo_ev": -10.1,
  "multiplicity": 1,
  "total_charge": 0,
  "smiles": "[H][H].C=O.O",
  "elements": ["C", "O", "H", "H", "H", "H", "H", "H", "O"],
  "positions_angstrom": [[-1.14983, -0.20972, 0.01781], [-0.67761, -0.53298, -1.07340], [-0.48842, 1.03603, 0.44589], [-0.96124, -0.82019, 0.92653], [-2.19140, 0.13948, -0.00386], [-0.02443, 1.55305, 0.78833], [2.52833, -0.81444, -0.28022], [1.16919, -0.08644, -0.77333], [1.79541, -0.26479, -0.04775]],
  "lowdin_charge": [-0.285, -0.068, 0.026, 0.108, 0.097, 0.169, 0.022, 0.010, -0.080]
}


Most favorable first, least favorable last: w, y, z, x


w | {
  "formula": "C3H11N3",
  "method": "the ωB97M-V functional and the def2-TZVPD basis",
  "homo_ev": -8.7,
  "multiplicity": 1,
  "total_charge": 0,
  "smiles": "C=CN.NCN",
  "elements": ["C", "C", "N", "H", "H", "H", "H", "H", "N", "C", "N", "H", "H", "H", "H", "H", "H"],
  "positions_angstrom": [[0.89301, 0.26416, -1.89161], [-0.17160, 0.83544, -1.31458], [-1.20265, 1.42547, -1.99808], [0.74306, -0.01246, -2.92760], [1.82900, -0.01113, -1.54445], [-0.09387, 1.20764, -0.28048], [-0.81572, 2.03699, -2.70286], [-1.76677, 1.99038, -1.36248], [0.22971, -2.01833, 1.36173], [0.71798, -0.71139, 1.69206], [-0.44961, 0.33708, 1.93242], [0.92121, -2.81201, 1.13476], [-0.06669, -1.89485, 0.39349], [1.48471, -0.40913, 0.96473], [1.19328, -0.70622, 2.62362], [-0.98905, 0.22583, 1.10922], [-1.11758, -0.15379, 2.60438]],
  "lowdin_charge": [-0.008, -0.329, 0.022, 0.050, 0.016, 0.087, 0.088, 0.087, -0.040, -0.343, -0.005, 0.107, 0.045, 0.090, 0.070, -0.021, 0.085]
}


x | {
  "formula": "C3H11N3",
  "method": "the ωB97M-V functional and the def2-TZVPD basis",
  "homo_ev": -8.8,
  "multiplicity": 1,
  "total_charge": 0,
  "smiles": "C=NC.NCN",
  "elements": ["C", "C", "N", "H", "H", "H", "H", "H", "N", "C", "N", "H", "H", "H", "H", "H", "H"],
  "positions_angstrom": [[-2.70841, 0.98719, -0.54570], [-0.76959, 2.21868, -0.56484], [-1.51149, 1.45236, 0.19214], [-3.00047, 1.66160, -1.45822], [-3.50071, 0.69700, 0.24047], [-2.49123, 0.02431, -1.03409], [0.26331, 2.33921, -0.42671], [-1.06326, 2.72117, -1.52973], [2.18087, -0.75808, 1.52067], [1.31498, -1.74797, 0.79380], [1.70247, -1.78644, -0.68161], [2.02561, 0.12399, 1.00339], [1.81873, -0.50661, 2.54538], [1.74398, -2.72374, 1.30110], [0.26056, -1.67646, 1.15533], [2.67896, -1.45979, -1.11812], [1.05567, -1.56642, -1.39326]],
  "lowdin_charge": [-0.185, -0.080, -0.079, 0.095, 0.087, 0.059, 0.031, 0.077, -0.086, -0.354, -0.042, 0.033, 0.110, 0.108, 0.098, 0.125, 0.004]
}


y | {
  "formula": "C3H11N3",
  "method": "the ωB97M-V functional and the def2-TZVPD basis",
  "homo_ev": -9.2,
  "multiplicity": 1,
  "total_charge": 0,
  "smiles": "NCCN.C=N",
  "elements": ["C", "N", "H", "H", "H", "N", "C", "C", "N", "H", "H", "H", "H", "H", "H", "H", "H"],
  "positions_angstrom": [[-2.47141, -0.55409, -3.14738], [-1.71150, -0.06965, -2.22229], [-3.15455, 0.07903, -3.70914], [-2.50816, -1.63469, -3.40179], [-0.83787, -0.67856, -2.02646], [2.51506, 0.69552, 2.22478], [1.66971, -0.14220, 1.34317], [0.25750, 0.35022, 1.35654], [-0.57447, -0.35008, 0.34442], [2.60663, 1.62840, 1.81908], [3.46569, 0.33368, 2.17856], [1.73086, -1.15598, 1.64939], [1.96462, -0.08378, 0.25981], [-0.16977, 0.24243, 2.36101], [0.31357, 1.47352, 1.17018], [-1.52524, 0.03877, 0.50610], [-0.22425, -0.09704, -0.54902]],
  "lowdin_charge": [-0.125, -0.015, 0.052, 0.066, 0.065, -0.018, -0.317, -0.314, -0.025, 0.061, 0.059, 0.096, 0.114, 0.110, 0.121, 0.079, -0.009]
}


Most favorable first, least favorable last: y, w, x